[1]
# C71H146F18N7O17S4

13 unconnected molecules or ions with the total composition C71H146F18N7O17S4 at a distorted geometry (ωB97M-V with the def2-TZVPD basis set, the Open Molecules 2025 dataset).

The geometry in XYZ format:
```
263
Properties=species:S:1:pos:R:3:forces:R:3
C 5.924 7.057 1.386 -1.38 0.54 -0.35
C 6.835 5.972 0.961 1.69 -1.39 -1.43
C 6.645 5.526 -0.542 -1.51 0.01 1.49
C 5.513 4.536 -0.704 -1.66 -0.22 -0.72
N 5.304 4.060 -2.177 0.60 0.48 0.58
C 4.831 5.143 -3.111 -0.42 0.09 -0.64
C 3.975 4.455 -4.203 1.65 -2.34 0.53
C 3.710 2.958 -3.697 -0.09 0.73 0.17
C 4.220 2.972 -2.201 1.33 -1.23 -2.11
C 6.645 3.511 -2.631 0.05 0.32 1.90
H 5.947 7.877 0.627 -0.30 -0.57 0.53
H 6.258 7.518 2.321 -0.46 -0.26 0.07
H 4.871 6.601 1.438 1.27 1.17 0.17
H 6.737 5.067 1.559 -0.31 -0.10 0.23
H 7.929 6.175 1.067 -0.83 0.46 -0.05
H 7.547 5.057 -0.812 1.17 -0.26 -0.77
H 6.339 6.355 -1.170 0.69 0.52 -0.14
H 4.527 4.970 -0.424 0.58 -0.13 -0.14
H 5.606 3.583 -0.199 0.41 -0.04 0.39
H 5.666 5.739 -3.543 -0.48 -0.59 0.57
H 4.177 5.784 -2.533 -0.01 0.23 0.23
H 4.483 4.378 -5.160 0.31 0.15 0.02
H 3.088 4.948 -4.407 -1.75 1.18 -0.01
H 4.243 2.275 -4.411 -0.28 0.37 1.12
H 2.625 2.660 -3.730 1.05 0.44 0.07
H 4.755 2.042 -1.921 -0.68 0.77 -0.13
H 3.414 3.141 -1.506 0.00 0.63 0.30
H 6.505 2.813 -3.385 -0.37 -0.96 -1.77
H 7.061 2.922 -1.804 -0.21 0.33 -0.19
H 7.354 4.294 -2.886 -0.40 0.18 -0.21
C -3.902 5.799 3.711 0.97 -2.12 1.48
C -2.566 6.345 4.132 1.94 1.01 1.70
C -1.260 5.527 3.808 -0.91 -0.04 -1.08
C -0.008 6.291 4.269 -1.16 0.88 0.93
N 1.163 5.387 4.523 -0.01 -0.81 0.20
C 1.407 4.454 3.415 0.61 -3.12 -1.71
C 2.376 3.373 4.056 0.29 -0.62 -0.88
C 1.858 3.251 5.488 1.32 0.14 0.54
C 0.859 4.380 5.619 0.01 -0.21 0.08
C 2.415 6.118 4.859 -0.94 1.48 0.08
H -4.020 4.789 4.164 0.11 0.45 -0.31
H -3.955 5.634 2.669 -0.33 0.21 -1.26
H -4.697 6.363 4.132 -0.74 0.83 -0.11
H -2.528 6.452 5.282 -0.33 0.04 -1.54
H -2.400 7.368 3.724 -0.23 -0.45 0.26
H -1.200 5.393 2.702 -0.10 -0.28 0.72
H -1.350 4.543 4.327 -0.02 0.75 -0.76
H -0.366 6.711 5.266 1.19 -0.12 -0.98
H 0.340 7.103 3.573 -0.46 -0.85 0.63
H 1.862 4.862 2.495 -0.47 0.44 0.83
H 0.438 3.922 3.111 1.29 1.04 0.64
H 3.463 3.622 3.904 -1.08 0.02 0.40
H 2.267 2.327 3.671 0.00 1.31 -0.47
H 2.632 3.168 6.266 0.02 0.73 -0.25
H 1.415 2.279 5.549 -1.01 -0.24 0.20
H 0.778 4.865 6.567 0.16 0.48 0.60
H -0.087 3.954 5.369 -0.60 -0.07 0.07
H 2.839 6.592 3.954 -0.51 0.01 0.52
H 3.131 5.445 5.256 0.56 -0.72 0.33
H 2.121 6.828 5.666 0.48 -0.19 -0.78
C 7.058 -3.199 -4.430 -0.33 0.29 0.36
C 5.926 -4.213 -4.425 -0.14 1.21 0.28
C 5.263 -4.262 -3.074 0.56 -0.52 0.77
C 4.295 -5.434 -2.997 -1.60 2.42 -0.06
N 3.839 -5.697 -1.607 -0.13 -2.67 -0.35
C 4.879 -6.466 -0.782 1.30 0.13 -0.28
C 4.404 -7.947 -0.646 0.53 0.86 -1.24
C 2.887 -7.792 -0.769 -0.24 -0.09 0.76
C 2.693 -6.762 -1.828 1.35 0.06 -0.03
C 3.428 -4.525 -0.817 -1.92 -0.04 -0.47
H 7.780 -3.374 -3.634 0.35 -0.19 -0.28
H 6.727 -2.165 -4.291 -0.44 -0.17 0.25
H 7.454 -3.184 -5.417 1.05 -0.17 -0.62
H 6.267 -5.221 -4.646 0.15 0.02 -0.43
H 5.238 -3.834 -5.168 -0.46 -0.52 -0.43
H 4.822 -3.309 -2.747 0.00 -0.27 -0.37
H 6.122 -4.444 -2.384 -0.68 0.03 0.01
H 4.718 -6.328 -3.377 0.53 -0.89 -0.27
H 3.310 -5.264 -3.539 1.40 0.13 0.23
H 4.879 -5.890 0.144 0.21 -0.66 0.24
H 5.936 -6.373 -1.219 -1.71 -0.03 0.37
H 4.789 -8.358 0.271 -0.12 -0.19 0.43
H 4.875 -8.539 -1.482 -0.75 0.48 0.69
H 2.398 -7.442 0.142 0.49 0.11 0.30
H 2.295 -8.662 -1.010 0.25 -0.59 -0.30
H 1.759 -6.261 -1.762 -0.69 0.46 -0.42
H 2.911 -7.210 -2.819 -0.47 0.49 0.54
H 4.268 -3.882 -0.659 0.38 0.23 0.55
H 2.873 -4.901 0.038 0.73 0.01 0.70
H 2.611 -3.988 -1.290 0.23 0.17 -0.81
C 0.848 1.044 -6.113 2.68 1.36 2.07
C 0.235 2.363 -5.531 0.41 0.16 -0.09
C -0.419 2.130 -4.192 -0.47 0.95 -0.81
C -1.218 3.348 -3.689 0.18 -1.45 -0.88
N -1.994 3.084 -2.511 -0.84 -0.23 2.66
C -2.638 4.393 -2.000 3.48 -1.26 1.64
C -3.022 4.065 -0.588 -1.73 -1.47 0.83
C -2.176 2.878 -0.072 0.85 0.27 -1.29
C -1.192 2.639 -1.228 0.24 0.92 -1.68
C -3.069 2.101 -2.774 -0.13 0.03 -1.39
H 1.578 1.151 -6.928 -0.52 0.40 0.02
H 0.098 0.388 -6.402 -1.49 -1.17 -0.60
H 1.469 0.497 -5.319 -0.99 0.78 -0.78
H -0.493 2.799 -6.199 -0.37 -0.16 -0.51
H 0.866 3.214 -5.296 1.14 -0.08 -0.73
H 0.332 1.877 -3.505 1.26 -0.10 1.27
H -0.907 1.214 -4.341 -1.76 -1.09 0.30
H -1.956 3.737 -4.372 0.01 -0.05 -0.85
H -0.599 4.160 -3.427 1.26 0.94 0.07
H -3.422 4.641 -2.587 -2.39 0.79 -2.09
H -1.828 5.158 -2.022 -0.68 -0.58 -0.07
H -4.110 3.811 -0.456 0.91 0.32 -0.40
H -2.835 4.878 0.040 0.22 1.46 0.87
H -2.756 2.008 0.231 -0.01 0.05 -0.31
H -1.554 3.169 0.748 0.10 0.23 0.75
H -0.824 1.619 -1.401 -0.17 0.48 0.08
H -0.346 3.392 -1.254 -0.79 -1.02 0.60
H -2.654 1.126 -3.090 -0.21 0.50 0.67
H -3.617 2.476 -3.662 -0.08 -0.21 0.71
H -3.696 2.075 -1.893 -0.23 -0.44 -0.15
C 1.558 1.770 1.097 1.57 -1.60 0.60
C 0.954 0.416 1.564 0.22 -0.66 -1.71
C -0.393 0.143 0.885 -0.14 0.25 0.56
C -0.968 -1.247 1.124 0.39 0.21 -2.48
N -2.369 -1.408 0.529 -0.20 0.80 -0.38
C -2.540 -2.911 0.543 -1.12 -0.13 -0.75
C -1.833 -3.328 -0.749 1.08 -2.30 0.19
C -1.691 -2.077 -1.596 0.05 -0.82 -2.40
C -2.493 -0.991 -0.946 0.63 -1.05 0.84
C -3.379 -0.697 1.339 0.38 0.86 1.01
H 0.957 2.570 1.403 -1.29 1.27 0.36
H 1.682 1.829 0.002 0.19 -0.22 0.53
H 2.535 1.937 1.640 -0.79 -0.29 -1.10
H 0.738 0.376 2.614 0.22 0.22 0.81
H 1.610 -0.445 1.317 0.05 0.71 0.16
H -0.341 0.228 -0.179 0.53 0.37 -0.74
H -1.025 0.976 1.270 -0.22 -0.92 -0.29
H -1.093 -1.424 2.117 -0.46 -0.48 3.06
H -0.393 -2.167 0.779 -0.19 1.74 0.10
H -3.617 -3.094 0.407 0.20 0.00 0.52
H -2.103 -3.329 1.481 -0.45 0.26 -0.59
H -2.298 -4.218 -1.317 0.35 1.54 1.07
H -0.819 -3.723 -0.466 -0.89 0.37 -0.51
H -1.964 -2.352 -2.647 -0.24 0.77 1.13
H -0.644 -1.888 -1.742 0.66 0.62 0.33
H -3.524 -1.080 -1.252 -0.59 0.09 0.20
H -2.174 0.036 -1.099 0.11 -0.11 0.23
H -3.261 0.411 1.394 0.52 -0.96 -0.13
H -3.248 -1.098 2.324 -0.09 0.12 0.77
H -4.402 -0.843 1.064 -0.48 -0.65 -0.87
C -6.110 -6.718 -1.892 1.28 0.72 -0.25
C -5.378 -5.337 -1.910 1.13 -1.22 0.42
C -5.401 -4.736 -3.317 0.18 -0.33 -0.26
C -4.633 -3.463 -3.333 2.47 0.27 -1.38
N -4.571 -2.813 -4.726 -2.13 -0.03 -1.13
C -3.659 -1.599 -4.766 0.28 0.51 1.85
C -4.044 -0.782 -5.952 -0.55 0.50 -1.39
C -5.608 -0.958 -6.014 0.36 0.00 0.04
C -5.938 -2.122 -5.048 0.55 0.44 -0.02
C -4.199 -3.814 -5.838 0.52 2.01 0.69
H -6.033 -7.228 -0.938 -0.52 0.35 0.41
H -5.688 -7.474 -2.577 -0.03 0.71 -0.18
H -7.090 -6.441 -2.206 -1.16 -0.65 0.06
H -4.338 -5.501 -1.476 -1.04 0.56 -0.72
H -5.904 -4.584 -1.291 0.25 -0.61 0.13
H -6.443 -4.449 -3.466 -0.21 -0.42 -0.56
H -5.007 -5.391 -4.139 -0.66 0.17 1.06
H -3.544 -3.629 -3.227 -0.46 -0.29 0.69
H -4.979 -2.740 -2.611 -0.12 0.49 -0.05
H -2.642 -1.955 -4.734 0.43 -0.18 -0.14
H -3.883 -0.971 -3.841 0.17 -1.22 -0.99
H -3.475 -1.048 -6.864 -0.66 -0.35 0.21
H -3.834 0.297 -5.885 0.10 -0.42 0.62
H -5.971 -1.204 -7.024 0.14 0.46 0.33
H -6.053 -0.012 -5.616 0.05 -0.92 -0.54
H -6.756 -2.763 -5.435 0.89 -0.11 0.39
H -6.164 -1.687 -4.078 -0.43 -0.09 0.03
H -4.213 -3.277 -6.758 0.29 0.86 -0.62
H -4.919 -4.548 -6.033 -1.10 -1.20 0.61
H -3.203 -4.193 -5.692 0.32 -0.26 0.41
C -1.392 -1.873 8.416 0.02 -0.78 0.49
N -0.920 -2.729 7.276 1.50 0.18 -0.46
C 0.624 -2.683 7.315 -0.67 -1.44 1.32
C -1.291 -4.177 7.518 1.01 -0.53 -1.34
C -1.347 -2.153 5.853 0.60 -0.13 2.08
C -2.697 -2.575 5.374 -0.39 -0.51 0.65
O -2.645 -3.950 5.078 -0.42 0.05 -0.19
H -0.881 -0.897 8.493 -0.50 -0.44 -0.60
H -1.179 -2.414 9.355 0.09 0.10 -0.44
H -2.470 -1.852 8.345 -0.25 0.63 -0.07
H 0.838 -3.000 8.413 0.25 0.83 -2.04
H 1.058 -1.742 6.979 -0.50 0.26 0.50
H 1.003 -3.431 6.607 -0.23 -0.04 0.36
H -2.335 -4.332 7.764 0.03 0.33 0.26
H -0.563 -4.638 8.199 -0.58 0.50 0.40
H -1.117 -4.709 6.568 -0.26 0.39 0.34
H -0.658 -2.573 5.125 0.43 0.17 0.00
H -1.208 -1.097 6.052 -0.08 0.24 -0.60
H -2.796 -1.986 4.459 -0.67 0.25 0.17
H -3.517 -2.446 6.124 0.51 0.37 -0.78
H -2.016 -4.001 4.327 0.35 -0.50 -0.51
C 5.756 0.500 1.625 0.07 -0.43 1.33
F 4.667 0.215 2.349 -0.81 0.03 -0.21
F 6.057 1.769 1.887 0.25 0.49 0.05
F 6.697 -0.287 2.159 0.55 0.16 -0.53
S 5.502 0.266 -0.168 -0.52 0.86 -1.61
O 6.328 1.376 -0.749 -0.65 -2.35 0.96
O 5.922 -1.113 -0.419 -0.44 1.53 0.13
O 4.065 0.580 -0.329 1.51 -0.84 0.26
C 1.313 -2.920 -4.525 -1.20 0.88 -0.14
F 1.642 -2.103 -3.535 0.42 0.58 0.82
F 0.705 -2.143 -5.450 -0.23 -0.23 -0.12
F 2.404 -3.377 -5.075 1.30 -0.58 -0.40
S 0.233 -4.260 -3.913 -0.94 0.38 0.45
O 0.507 -5.291 -4.858 -0.18 -0.84 -0.76
O 0.729 -4.525 -2.577 0.14 0.22 0.27
O -1.102 -3.659 -3.929 0.66 -0.56 -0.46
C 0.076 7.441 -0.819 0.57 0.12 2.14
F -0.847 7.825 0.111 0.08 0.08 -0.96
F -0.546 7.041 -1.921 -0.16 -0.02 -0.29
F 0.828 8.513 -1.105 -0.23 -0.49 -0.11
S 1.010 6.043 0.057 -1.11 2.33 0.45
O 1.955 5.607 -0.950 0.74 -0.14 0.49
O 1.483 6.756 1.290 -0.32 -1.83 -2.33
O -0.110 5.123 0.238 0.58 -0.08 0.51
C -3.570 1.244 5.856 0.74 1.24 -0.52
F -3.870 2.472 6.370 -0.34 -1.08 -0.28
F -3.290 0.436 6.880 0.23 -0.19 0.19
F -4.617 0.715 5.213 0.26 0.49 0.20
S -2.103 1.551 4.688 -1.66 0.75 -2.06
O -1.009 1.994 5.487 0.89 0.34 1.56
O -1.870 0.303 4.019 0.02 -1.41 -0.02
O -2.625 2.568 3.778 -0.04 -0.35 0.71
C -5.805 0.087 -1.689 -0.66 -0.23 1.93
O -6.575 -0.916 -0.883 0.74 0.69 0.03
O -5.141 -0.545 -2.596 -0.13 0.66 -0.08
C -6.825 1.173 -2.186 0.03 0.81 -2.01
F -8.004 0.732 -2.706 0.93 -0.26 0.32
F -7.120 2.137 -1.345 -0.82 0.16 2.55
F -6.244 1.966 -3.153 0.53 -1.07 -1.09
C -7.430 -0.518 0.197 0.55 -0.81 0.70
C -7.471 -1.737 1.259 -1.00 1.69 -2.08
H -7.193 -2.656 0.720 -0.18 0.32 0.41
H -6.928 -1.573 2.156 1.09 0.14 0.52
H -8.503 -1.741 1.596 -0.25 -0.56 -0.05
H -8.402 -0.397 -0.258 -0.60 0.01 0.20
H -7.195 0.475 0.672 0.30 -0.91 -0.37
H -5.186 0.668 -0.895 -0.43 -0.35 -0.63
C 0.344 -4.434 2.847 0.15 -0.57 1.14
O 1.307 -3.693 2.108 0.85 -0.22 -0.63
O -0.762 -3.794 3.090 -1.01 1.22 0.91
C -0.011 -5.720 2.143 1.24 1.58 -0.71
F 1.165 -6.336 1.788 -0.86 -0.84 -0.09
F -0.739 -6.461 2.955 0.07 -1.04 -0.01
F -0.724 -5.478 1.036 0.05 -0.70 -0.39
C 2.102 -2.871 2.923 0.30 1.40 0.91
C 3.620 -2.841 2.652 -1.09 -0.61 -1.57
H 4.070 -2.139 3.317 0.37 0.17 0.92
H 3.976 -3.875 2.789 0.43 0.55 -0.25
H 3.872 -2.385 1.652 -0.35 -0.94 0.64
H 1.956 -3.132 3.993 0.05 -0.20 -0.38
H 1.764 -1.822 2.875 -0.22 -0.26 -0.15
H 0.920 -4.855 3.734 -0.24 0.47 0.02
```
Forces are in eV/Å.

## Properties
- Net charge: +1
- E_HOMO: -0.356 Ha
- HOMO-LUMO gap: 8.39 eV
- LUMO: -1.3 eV
- E: -7845.1943 a.u.

=====

[2]
# C3H4N2O

A molecular structure, C3H4N2O (ωB97M-V with the def2-TZVPD basis set, the Open Molecules 2025 dataset).

The geometry in XYZ format:
```
10
Properties=species:S:1:pos:R:3:forces:R:3
O -0.650 0.057 -1.948 -0.04 0.16 0.01
C -0.140 -0.090 -0.534 -0.05 0.05 -0.07
N 0.995 0.485 -0.264 -0.30 -0.17 -0.05
C 1.049 0.171 1.083 0.06 -0.03 0.27
C -0.084 -0.536 1.437 0.12 0.00 0.27
N -0.896 -0.700 0.328 0.21 0.15 -0.23
H -0.178 0.838 -2.304 -0.06 -0.13 0.06
H 1.889 0.480 1.692 -0.15 -0.07 -0.09
H -0.376 -0.938 2.399 0.08 0.08 -0.15
H -1.609 0.234 -1.888 0.13 -0.04 -0.02
```
Forces are in eV/Å.

## Properties
- E_HOMO: -0.299 Ha
- HOMO-LUMO gap: 7.75 eV
- LUMO: -0.4 eV
- E: -301.3745 a.u.

=====

[3]
# C5H7N2O6

2 unconnected molecules or ions with the total composition C5H7N2O6 at a distorted geometry (ωB97M-V with the def2-TZVPD basis set, the Open Molecules 2025 dataset).

The geometry in XYZ format:
```
20
Properties=species:S:1:pos:R:3:forces:R:3
C -0.279 0.077 1.510 0.77 0.51 1.81
C 1.743 -0.034 -0.612 2.46 1.66 -1.27
C -0.740 0.994 2.664 -0.03 -0.20 -0.16
C 2.981 -0.687 -1.185 -1.64 -2.65 -2.17
C -0.680 -0.243 -0.791 -1.56 -3.19 1.55
N -1.508 0.172 -1.764 2.92 0.59 -0.58
N -2.809 0.186 -1.660 0.78 -0.62 -0.09
O -3.411 -0.443 -0.811 -0.52 -0.66 1.59
O 0.419 -0.905 1.612 -0.55 0.32 0.28
O 1.864 0.976 0.022 -0.56 0.49 1.01
O -3.383 0.787 -2.544 -1.11 1.00 -1.20
O -0.737 0.586 0.394 -0.59 -0.88 -1.96
O 0.683 -0.529 -1.196 -2.79 -0.15 -0.19
H -1.469 1.709 2.300 -0.37 -0.22 -0.22
H -1.210 0.351 3.417 0.32 0.31 0.09
H 0.032 1.661 3.079 0.21 -0.87 -0.04
H 2.545 -1.235 -2.147 1.46 1.00 1.83
H 3.328 -1.473 -0.518 0.08 -0.08 0.10
H 3.811 -0.047 -1.450 -0.22 0.46 0.18
H -1.179 -1.901 -0.320 0.94 3.17 -0.56
```
Forces are in eV/Å.

## Properties
- Net charge: -1
- E_HOMO: -0.166 Ha
- HOMO-LUMO gap: 7.97 eV
- LUMO: 3.5 eV
- E: -755.5416 a.u.

=====

Among the records above, which one has the lowest LUMO? C71H146F18N7O17S4

=====

Among the records above, which one has the highest LUMO? C5H7N2O6

=====

Among the records above, which one has the highest LUMO? C5H7N2O6